A 3-piece molecular cluster, C31H25FO6P2 overall, computed with the ωB97M-V functional and the def2-TZVPD basis.

As for the frontier orbital gap: 7.82 eV. Its multiplicity is 1. The value obtained for the HOMO energy is -8.9 eV. The value obtained for the LUMO energy is -0.0405 hartree. As for the SMILES: O=C1c2ccccc2C(=O)c2ccccc21.O=C1c2ccccc2C(=O)c2ccccc21.CC[C@H](F)[PH]#P(O)O.

Atoms and positions in Å:
O: -1.725319 -1.388854 -2.158805
C: -1.029753 -1.280259 -1.170901
C: -0.006063 -0.203098 -1.056988
C: 0.120388 0.716344 -2.092409
C: 1.059274 1.729964 -2.006819
C: 1.878640 1.831136 -0.887691
C: 1.759383 0.916188 0.144124
C: 0.818229 -0.103882 0.064878
C: 0.715357 -1.076942 1.190776
O: 1.452043 -1.009152 2.151177
C: -0.331042 -2.135559 1.091212
C: -0.469482 -3.044811 2.134432
C: -1.435769 -4.034038 2.067380
C: -2.272654 -4.117064 0.959802
C: -2.136843 -3.216741 -0.082348
C: -1.164343 -2.225046 -0.024432
H: -0.529289 0.619277 -2.951642
H: 1.153107 2.448916 -2.810159
H: 2.593955 2.638815 -0.815040
H: 2.383744 0.974782 1.025596
H: 0.191606 -2.957621 2.985958
H: -1.539143 -4.745610 2.876209
H: -3.032989 -4.886511 0.898431
H: -2.777330 -3.267434 -0.952520
O: 4.438887 8.647783 3.338935
C: 3.933754 7.806478 2.628231
C: 2.651774 8.066059 1.911189
C: 2.040808 9.306136 2.057288
C: 0.851602 9.572215 1.400647
C: 0.265794 8.601402 0.595207
C: 0.869016 7.364470 0.447094
C: 2.063940 7.091916 1.103734
C: 2.691118 5.751046 0.927959
O: 2.171344 4.902553 0.233881
C: 3.977490 5.493024 1.637521
C: 4.590615 4.253517 1.492876
C: 5.785549 3.990792 2.139702
C: 6.375907 4.966112 2.936264
C: 5.769413 6.201161 3.087242
C: 4.568660 6.469357 2.440075
H: 2.514817 10.044665 2.689318
H: 0.376955 10.537922 1.515279
H: -0.663980 8.812478 0.083373
H: 0.430728 6.593118 -0.171395
H: 4.112959 3.508561 0.871547
H: 6.259478 3.024604 2.026337
H: 7.310434 4.758928 3.440893
H: 6.207293 6.973757 3.704446
C: -6.116356 -7.392261 -3.284075
C: -5.397788 -8.655027 -3.739034
C: -4.003669 -8.806410 -3.156265
F: -3.330587 -9.791735 -3.891593
P: -3.916625 -9.329741 -1.365500
P: -3.253145 -7.510015 -0.256196
O: -1.648666 -7.560606 -0.611664
O: -3.798130 -6.236079 -1.142921
H: -7.119361 -7.350539 -3.708814
H: -6.212496 -7.339712 -2.199620
H: -5.583935 -6.496242 -3.610789
H: -5.276456 -8.638605 -4.825467
H: -5.977764 -9.550187 -3.501394
H: -3.435016 -7.884851 -3.327194
H: -5.270760 -9.086926 -1.035222
H: -1.345196 -7.063478 -1.378019
H: -3.584110 -6.228435 -2.084096

Forces on atoms 1 to 3 (eV/Å):
0.0 0.0 0.0
0.0 0.0 0.0
0.0 0.0 0.0

=====

C8H16Br8 as an isolated structure at a distorted geometry, computed with the ωB97M-V functional and the def2-TZVPD basis.

As for the frontier orbital gap: 8.30 eV. Its multiplicity is 1. The value obtained for the HOMO energy is -8.5 eV. The value obtained for the LUMO energy is -0.0079 hartree. The value obtained for the energy above the lowest of the compared OMol25 structures with the same formula, charge and spin is 10.341 eV.

Atoms and positions in Å:
Br: 2.311082 0.719717 -1.768031
C: 4.256012 0.380608 -2.118861
C: 4.389012 0.428807 -3.624091
Br: 6.343202 0.330137 -3.877071
H: 4.583652 -0.572973 -1.704801
H: 4.746942 1.261027 -1.704211
H: 4.016012 1.365067 -4.039271
H: 3.922062 -0.435182 -4.096931
Br: -0.906788 -3.553733 1.584119
C: -1.738228 -1.756753 1.983169
C: -3.181148 -2.064493 1.875619
Br: -4.243108 -0.627932 2.894539
H: -1.371098 -1.137273 1.164899
H: -1.428418 -1.508083 2.998199
H: -3.522858 -3.020633 2.272029
H: -3.566038 -2.116393 0.857159
Br: -0.520158 -1.931983 -1.266191
C: 0.392142 -0.483563 -0.291981
C: 0.374642 0.820068 -1.067421
Br: 1.439042 2.005937 0.232129
H: 1.399242 -0.844233 -0.082781
H: -0.180808 -0.628322 0.623919
H: -0.647248 1.189818 -1.151801
H: 0.933322 0.838357 -2.003181
Br: -2.505088 3.458477 2.425679
C: -2.923938 1.650927 1.716109
C: -1.733818 0.992047 1.042559
Br: -0.338648 0.572657 2.415439
H: -3.755088 1.840007 1.036749
H: -3.228468 1.083467 2.595519
H: -1.226448 1.715068 0.403879
H: -2.088958 0.029348 0.674899

Forces on atoms 1 to 3 (eV/Å):
15.9 -4.0 -5.5
-0.9 0.9 -0.7
0.6 -0.3 0.7

=====

A 10-piece molecular cluster, C32H91N7O10 overall at a distorted geometry, computed with the ωB97M-V functional and the def2-TZVPD basis.

As for the frontier orbital gap: 9.61 eV. Its multiplicity is 1. The value obtained for the HOMO energy is -9.0 eV. The value obtained for the LUMO energy is 0.0240 hartree. The value obtained for the energy above the lowest of the compared OMol25 structures with the same formula, charge and spin is 1.097 eV. As for the SMILES: COC[C@H](C)N.COC[C@H](C)N.COC[C@H](C)N.COC[C@H](C)N.COC[C@H](C)N.COC[C@H](C)N.COC[C@H](C)N.CCO.CCO.O.

Atoms and positions in Å:
C: 14.014901 0.017842 23.835073
O: 14.064384 -0.025968 25.221545
C: 15.043921 0.858474 25.761323
C: 15.047804 0.744126 27.270854
C: 15.304954 -0.687556 27.794877
N: 13.857424 1.420865 27.816136
H: 14.041839 1.035450 23.406290
H: 13.138113 -0.415462 23.354713
H: 14.916170 -0.418640 23.374254
H: 16.002596 0.462428 25.385207
H: 15.034585 1.855601 25.314464
H: 15.861034 1.380108 27.641597
H: 14.930175 -0.664130 28.816044
H: 16.374924 -0.890381 27.829946
H: 14.847953 -1.358737 27.071287
H: 13.834721 1.215469 28.815294
H: 13.011511 0.941755 27.497499
C: 10.760314 -1.626985 26.683295
O: 10.265038 -0.616661 25.857584
C: 9.725284 0.493934 26.559678
C: 9.661151 1.701211 25.638921
C: 8.816272 1.409309 24.401017
N: 10.992603 2.186913 25.274054
H: 11.052223 -2.496490 26.095592
H: 9.957037 -1.973459 27.348321
H: 11.627731 -1.333167 27.278921
H: 8.732318 0.175588 26.895693
H: 10.367201 0.685245 27.426201
H: 9.236919 2.556208 26.175291
H: 9.148071 0.461291 23.967400
H: 8.956895 2.121696 23.585797
H: 7.744437 1.404923 24.603543
H: 11.609089 1.472955 24.888083
H: 10.828948 2.834275 24.508885
C: 14.370905 6.972191 25.746598
O: 15.591433 7.559463 25.254894
C: 15.346700 8.496552 24.236989
C: 16.710205 8.931115 23.675599
C: 16.553090 9.834157 22.450575
N: 17.572453 7.750689 23.356693
H: 14.574013 6.621263 26.755162
H: 14.169603 6.128015 25.088694
H: 13.590960 7.731596 25.804244
H: 14.746596 7.980515 23.471977
H: 14.855463 9.431715 24.535083
H: 17.212418 9.391905 24.536241
H: 15.959198 9.291448 21.714281
H: 17.525875 9.943297 21.969592
H: 16.144274 10.779339 22.801577
H: 18.517032 8.110314 23.442812
H: 17.420185 7.120324 24.141722
C: 7.092455 1.886294 15.869770
O: 7.918196 2.967169 16.218741
C: 9.293308 2.762276 15.936219
C: 10.137247 3.734813 16.688938
C: 10.013521 3.609071 18.212376
N: 9.677816 5.127644 16.374855
H: 6.129794 2.025421 16.358948
H: 7.496782 0.930779 16.226788
H: 6.977385 1.834637 14.781316
H: 9.523680 1.759047 16.330535
H: 9.523184 2.797581 14.865375
H: 11.184600 3.604524 16.409403
H: 9.009074 3.894884 18.533067
H: 10.613746 4.366860 18.724642
H: 10.297923 2.660606 18.649923
H: 9.498831 5.140074 15.367448
H: 8.707516 5.141737 16.691308
C: 13.118283 8.471800 21.280336
O: 12.178550 9.475239 20.960330
C: 12.281987 9.851274 19.603968
C: 11.647747 11.198828 19.355668
C: 11.673537 11.632090 17.897780
N: 12.409386 12.230153 20.105273
H: 12.739371 7.922061 22.144253
H: 14.090051 8.938117 21.469747
H: 13.227173 7.713336 20.499841
H: 13.333780 9.934647 19.296196
H: 11.864131 9.070721 18.954880
H: 10.623450 11.265218 19.741828
H: 12.690004 11.619217 17.507812
H: 11.248236 12.619139 17.711333
H: 11.000659 10.966750 17.346202
H: 11.996454 13.138582 19.939891
H: 12.375485 12.059834 21.104301
C: 11.209861 1.510567 20.835631
O: 12.536438 1.165569 20.528323
C: 12.942175 1.289770 19.197197
C: 14.191893 0.402325 18.986719
C: 15.198063 0.361652 20.135248
N: 14.824748 0.856291 17.755464
H: 10.863114 1.011071 21.734796
H: 10.631286 1.225874 19.943248
H: 10.952885 2.572772 20.864636
H: 12.131084 0.912327 18.547365
H: 13.113853 2.297831 18.795435
H: 13.745057 -0.599148 18.894975
H: 15.316001 1.267692 20.725396
H: 16.165068 0.126104 19.678555
H: 15.019061 -0.493036 20.786887
H: 14.260815 0.604101 16.954387
H: 15.751948 0.457421 17.700463
C: 5.868570 7.299155 27.766357
O: 6.363446 6.233176 26.992897
C: 6.420152 6.613001 25.608520
C: 7.320227 5.639232 24.859130
C: 6.736339 4.241629 24.834590
N: 8.696732 5.777424 25.415489
H: 5.631821 7.042510 28.799031
H: 4.913312 7.625108 27.343724
H: 6.566280 8.137272 27.835271
H: 5.379448 6.601451 25.263545
H: 6.803538 7.637031 25.576808
H: 7.373718 6.033696 23.838888
H: 6.315032 3.931067 25.788887
H: 7.318430 3.486417 24.317638
H: 5.878951 4.319914 24.153022
H: 8.828976 6.780159 25.516544
H: 8.638337 5.450246 26.378768
C: 14.586897 5.016359 20.214385
C: 15.891022 5.519071 20.799715
O: 16.566262 6.350787 19.826329
H: 13.921512 5.875568 20.136231
H: 14.108820 4.263803 20.838437
H: 14.852670 4.642072 19.226944
H: 16.606238 4.686230 20.868056
H: 15.831744 5.915956 21.818286
H: 17.467727 6.410111 20.157688
C: 12.585863 4.288951 23.493844
C: 11.434099 4.655739 22.537264
O: 10.164554 4.255916 23.034771
H: 12.618779 3.200409 23.424779
H: 12.420741 4.654026 24.500936
H: 13.515758 4.674304 23.072322
H: 11.461505 4.317335 21.497369
H: 11.490347 5.724878 22.271642
H: 9.829967 4.968190 23.602491
O: 13.097334 3.830525 26.703185
H: 12.316060 3.460065 26.252002
H: 13.530506 3.080415 27.190330

Forces on atoms 1 to 3 (eV/Å):
0.9 0.8 -1.7
-0.9 0.5 0.5
1.2 -1.4 -0.8

=====

The molecule C4H10N2O at a distorted geometry, computed with the ωB97M-V functional and the def2-TZVPD basis.

As for the frontier orbital gap: 10.03 eV. Its multiplicity is 1. The value obtained for the HOMO energy is -9.1 eV. The value obtained for the LUMO energy is 0.0328 hartree. The value obtained for the energy above the lowest of the compared OMol25 structures with the same formula, charge and spin is 1.187 eV. As for the SMILES: CCNC(=O)CN.

Atoms and positions in Å:
C: 1.830557 -1.622276 0.109146
C: 0.935500 -0.793699 -0.868548
N: 0.772347 0.574073 -0.504154
C: -0.143930 1.162285 0.352467
O: -0.040372 2.309883 0.697443
C: -1.494221 0.394702 0.556614
N: -2.640236 1.251469 0.493610
H: 2.872880 -1.369591 -0.098286
H: 1.701654 -2.658298 -0.205819
H: 1.587887 -1.273206 1.110708
H: 1.458922 -0.836094 -1.835166
H: -0.002764 -1.306462 -1.054731
H: 1.566193 1.205434 -0.524792
H: -1.385165 -0.146400 1.495694
H: -1.635039 -0.421589 -0.155675
H: -2.431653 2.163518 0.885846
H: -2.952557 1.366255 -0.454351

Forces on atoms 1 to 3 (eV/Å):
-0.4 1.1 -1.4
1.4 -1.0 -0.3
-0.2 1.5 1.2

=====

C24H44BIrNP2 as an isolated structure at a distorted geometry, computed with the ωB97M-V functional and the def2-TZVPD basis.

As for the frontier orbital gap (alpha / beta): 3.84 / 3.00 eV. Its multiplicity is 6. The value obtained for the HOMO energy (alpha / beta) is -10.1 / -13.8 eV. The value obtained for the LUMO energy (alpha / beta) is -0.2299 / -0.3977 hartree. The value obtained for the energy above the lowest of the compared OMol25 structures with the same formula, charge and spin is 0.000 eV. Its net charge is +2.

Atoms and positions in Å:
Ir: 0.009323 -0.018971 -0.196266
C: -0.941989 -1.735206 0.896839
C: 0.380050 -2.084591 0.427149
C: 0.592116 -0.422559 2.058384
C: -0.808841 -0.712353 1.902070
C: 1.324378 -1.265584 1.150942
C: -2.221186 -2.397351 0.496776
H: -2.146779 -2.819929 -0.514015
H: -3.047676 -1.676171 0.525037
H: -2.477464 -3.217188 1.188711
C: -1.922123 -0.083528 2.675119
H: -2.889008 -0.330686 2.221032
H: -1.802040 1.008993 2.695413
H: -1.931310 -0.436192 3.717785
C: 1.192261 0.550357 3.020125
H: 1.291039 0.109879 4.024939
H: 0.563365 1.447413 3.103396
H: 2.195606 0.843819 2.686289
C: 2.813866 -1.348999 1.058356
H: 3.221493 -2.013300 1.838678
H: 3.261703 -0.358407 1.209618
H: 3.129782 -1.740542 0.081868
C: 0.727296 -3.213347 -0.491881
H: 0.942523 -4.135655 0.066932
H: 1.624836 -2.972648 -1.069566
H: -0.102449 -3.427931 -1.171529
C: -1.792033 1.476029 -6.701057
C: -1.862045 0.139116 -6.708915
C: -1.060613 -0.803943 -7.559249
C: 0.310927 -0.287843 -8.045157
C: 1.242755 0.181566 -6.963845
C: 1.312667 1.404326 -6.420622
C: 0.512019 2.614091 -6.808988
C: -0.849112 2.344534 -7.484489
H: -1.638946 -1.098170 -8.454945
H: 0.147301 0.471174 -8.820392
H: -0.913849 -1.741197 -6.997189
H: -0.671684 1.968443 -8.499999
H: -2.554214 2.034914 -6.138024
H: -2.675261 -0.345004 -6.153023
H: -1.338194 3.327084 -7.622354
H: 0.352167 3.229755 -5.907924
H: 2.119568 1.614391 -5.706754
H: 1.098189 3.256325 -7.492345
H: 0.802605 -1.131430 -8.564597
H: 1.995139 -0.563385 -6.666586
P: -1.274951 0.365121 -2.018550
C: -2.844290 1.217172 -1.852428
C: -1.462681 -1.061091 -3.106939
P: 1.416489 0.914085 -1.709821
C: 0.018993 1.419430 -2.809262
C: 2.370921 -0.281733 -2.658764
C: 2.449515 2.305314 -1.245720
H: -2.777203 1.968686 -1.056474
H: -3.625944 0.487111 -1.597988
H: -3.090523 1.708086 -2.806651
H: -1.560945 -0.725853 -4.151209
H: -2.364986 -1.616297 -2.812713
H: -0.595207 -1.726021 -3.023649
H: 2.727080 2.860331 -2.154494
H: 3.354555 1.934230 -0.745217
H: 1.901393 2.964823 -0.563436
H: -0.218134 2.471888 -2.625594
H: 0.189878 1.175867 -3.866234
H: 3.334618 -0.443761 -2.155344
H: 2.540541 0.115356 -3.669543
H: 1.836358 -1.235237 -2.732248
B: -0.958830 4.035795 1.775736
C: -0.656579 2.972494 0.705253
N: -0.417659 2.158275 -0.108033
H: -0.716035 3.633562 2.906468
H: -2.135734 4.334345 1.685317
H: -0.275994 5.009826 1.517490

Forces on atoms 1 to 3 (eV/Å):
-0.4 2.0 -0.9
0.1 -1.2 0.4
-0.1 -1.4 2.1